Entry from the OMol25 dataset: a structure of composition C19H12BBrCl4F4N2O3Y in a non-equilibrium geometry (the ωB97M-V functional and the def2-TZVPD basis).

Charge: -1
Kohn-Sham gap, eV: 6.83
Calculated total energy, eV: -161756.6224
ΔE to the lowest compared entry with this formula, charge and spin, kcal/mol: 2.65
HOMO energy, eV: -5.0

Geometry (Å):
Y  -0.561  0.185  -0.151
Br  -1.091  -7.322  0.192
C  -0.646  -5.503  -0.164
C  -0.609  -5.059  -1.494
C  -0.278  -3.760  -1.771
C  0.022  -2.822  -0.740
O  0.341  -1.619  -1.023
C  -0.028  -3.312  0.608
C  0.328  -2.467  1.700
N  0.582  -1.205  1.592
C  1.165  -0.529  2.656
C  2.122  -1.092  3.476
C  2.703  -0.361  4.526
C  2.334  0.932  4.764
C  1.370  1.553  3.938
C  0.916  2.873  4.146
C  -0.034  3.394  3.317
C  -0.505  2.616  2.243
N  -0.092  1.395  2.006
C  0.807  0.836  2.857
C  -0.360  -4.654  0.866
H  -0.847  -5.747  -2.294
H  -0.243  -3.401  -2.791
H  0.399  -2.938  2.686
H  2.451  -2.106  3.289
H  3.454  -0.835  5.145
H  2.774  1.501  5.574
H  1.322  3.449  4.970
H  -0.424  4.392  3.460
H  -1.231  3.023  1.551
H  -0.383  -5.003  1.892
F  -2.707  1.035  0.862
B  -3.003  -0.195  1.546
F  -2.279  -0.239  2.733
F  -2.440  -1.203  0.667
F  -4.346  -0.361  1.722
Cl  -0.500  0.406  -3.190
C  -1.853  0.184  -1.988
H  -2.379  -0.713  -2.324
H  -2.512  1.040  -2.155
Cl  2.176  3.609  -2.714
C  1.468  3.806  -1.106
Cl  0.380  5.194  -1.108
Cl  2.746  4.076  0.089
C  0.717  2.478  -0.747
O  1.437  1.490  -0.503
O  -0.527  2.505  -0.722

How is the electron density shared among the atoms? According to Löwdin, the charges in e are: Y 1.460; Br 0.669; C -0.701; C -0.127; C 0.006; C -0.354; O -0.188; C -0.139; C -0.064; N 0.041; C -0.190; C -0.014; C -0.081; C -0.047; C -0.147; C -0.008; C -0.029; C -0.099; N 0.056; C -0.133; C -0.095; H 0.096; H 0.118; H 0.136; H 0.110; H 0.101; H 0.107; H 0.115; H 0.107; H 0.117; H 0.106; F 0.056; B -1.232; F 0.133; F 0.046; F 0.172; Cl 0.423; C -0.691; H -0.012; H -0.011; Cl 0.607; C -1.513; Cl 0.598; Cl 0.592; C -0.876; O -0.098; O -0.124

***

Entry from the OMol25 dataset: a structure of composition C19H12N3O4RuS5 (the ωB97M-V functional and the def2-TZVPD basis).

Spin multiplicity: 2
Charge: 0
Kohn-Sham gap (alpha / beta), eV: 6.16 / 5.81
<S²>: 0.76
Calculated total energy, eV: -89315.6108
ΔE to the lowest compared entry with this formula, charge and spin, kcal/mol: 11.61
HOMO energy (alpha / beta), eV: -7.1 / -7.6

Geometry (Å):
Ru  -0.065  -0.322  -0.026
N  -1.356  -1.773  1.028
C  -0.642  -2.276  2.185
C  -1.193  -3.190  3.037
C  -0.485  -3.634  4.170
C  0.756  -3.132  4.440
C  1.347  -2.183  3.577
C  2.598  -1.578  3.850
C  3.075  -0.632  2.999
C  2.346  -0.322  1.832
N  1.208  -0.894  1.520
C  0.662  -1.784  2.414
H  -1.506  -2.535  0.368
H  -2.272  -1.420  1.295
H  -2.192  -3.562  2.846
H  -0.938  -4.360  4.830
H  1.298  -3.443  5.324
H  3.145  -1.866  4.738
H  4.012  -0.126  3.178
H  2.736  0.390  1.119
S  4.173  -1.734  -5.761
C  3.193  -1.401  -4.500
S  3.372  -0.002  -3.488
C  2.055  -0.343  -2.388
C  1.359  -1.501  -2.633
S  0.027  -1.941  -1.681
S  1.894  -2.444  -4.002
S  1.661  0.737  -1.141
O  -1.526  0.603  -1.215
C  -2.526  1.144  -0.736
C  -2.749  1.538  0.628
C  -4.025  2.044  0.930
C  -4.304  2.519  2.179
C  -3.315  2.543  3.181
C  -2.064  2.082  2.910
C  -1.715  1.542  1.630
O  -0.530  1.119  1.448
N  -5.639  3.020  2.475
O  -6.484  2.944  1.602
O  -5.858  3.401  3.610
H  -3.340  1.377  -1.436
H  -4.796  2.063  0.171
H  -3.569  2.937  4.154
H  -1.286  2.099  3.661

How is the electron density shared among the atoms? According to Löwdin, the charges in e are: Ru 0.735; N 0.003; C -0.210; C -0.009; C -0.059; C -0.021; C -0.142; C 0.002; C -0.023; C -0.107; N -0.036; C -0.140; H 0.070; H 0.114; H 0.121; H 0.110; H 0.119; H 0.123; H 0.113; H 0.062; S 0.558; C -1.512; S 0.904; C -1.111; C -1.123; S 0.650; S 0.902; S 0.662; O -0.150; C -0.166; C -0.125; C 0.042; C -0.158; C 0.010; C 0.010; C -0.348; O -0.147; N -0.365; O 0.066; O 0.068; H 0.140; H 0.129; H 0.121; H 0.118

***

Entry from the OMol25 dataset: the ion C19H12N3O5S with charge -1 in a non-equilibrium geometry (the ωB97M-V functional and the def2-TZVPD basis).

Charge: -1
Kohn-Sham gap, eV: 5.87
Calculated total energy, eV: -45435.7975
ΔE to the lowest compared entry with this formula, charge and spin, kcal/mol: 0.00
HOMO energy, eV: -3.7

Geometry (Å):
C  1.358  0.743  -3.416
C  2.200  0.444  -2.342
C  1.649  0.093  -1.106
C  0.259  0.087  -0.938
C  -0.277  -0.386  0.420
C  0.591  0.259  1.514
O  1.349  -0.420  2.194
C  0.629  1.743  1.557
C  0.024  2.579  0.604
C  0.517  3.865  0.389
C  1.529  4.370  1.215
C  2.020  3.590  2.274
C  1.553  2.293  2.460
C  -1.664  0.030  0.674
N  -2.789  0.339  0.720
C  -0.589  0.349  -2.024
C  -0.031  0.690  -3.261
H  1.789  0.999  -4.385
H  3.286  0.450  -2.446
H  2.275  -0.191  -0.252
H  -0.796  2.204  -0.001
H  0.131  4.469  -0.435
H  1.955  5.357  1.019
H  2.793  3.982  2.940
H  1.953  1.653  3.249
H  -1.674  0.275  -1.893
H  -0.694  0.882  -4.105
O  -3.072  -5.335  -1.477
N  -2.161  -4.514  -1.671
O  -1.614  -4.316  -2.802
C  -1.617  -3.720  -0.641
C  -2.020  -3.560  0.679
C  -1.293  -2.553  1.275
N  -1.577  -2.074  2.590
O  -1.382  -0.859  2.867
O  -2.029  -2.878  3.434
C  -0.205  -1.880  0.451
S  -0.359  -2.677  -1.185
H  -2.814  -4.153  1.108
H  0.799  -2.230  0.746

How is the electron density shared among the atoms? According to Löwdin, the charges in e are: C -0.093; C -0.070; C -0.025; C -0.250; C -0.345; C -0.308; O 0.099; C -0.125; C -0.009; C -0.066; C -0.087; C -0.081; C -0.010; C -0.206; N 0.215; C -0.056; C -0.071; H 0.096; H 0.101; H 0.131; H 0.104; H 0.105; H 0.098; H 0.100; H 0.122; H 0.121; H 0.103; O -0.019; N -0.433; O -0.100; C -0.490; C 0.021; C -0.201; N -0.313; O -0.010; O 0.009; C -0.394; S 1.085; H 0.133; H 0.121

***

Entry from the OMol25 dataset: a structure of composition C19H12N3O5V in a non-equilibrium geometry (the ωB97M-V functional and the def2-TZVPD basis).

Spin multiplicity: 3
Charge: 0
Kohn-Sham gap (alpha / beta), eV: 7.72 / 8.37
<S²>: 2.02
Calculated total energy, eV: -60294.2712
ΔE to the lowest compared entry with this formula, charge and spin, kcal/mol: 0.00
HOMO energy (alpha / beta), eV: -8.4 / -9.4

Geometry (Å):
V  -0.311  -0.562  -0.580
O  -2.337  4.915  0.845
C  -2.051  3.678  0.398
C  -1.436  3.460  -0.840
C  -1.165  2.158  -1.183
N  -1.498  1.158  -0.382
C  -2.034  1.352  0.816
C  -2.356  2.613  1.254
C  -2.057  0.038  1.600
O  -2.702  -0.119  2.600
O  -1.269  -0.840  1.010
C  -0.364  1.639  -2.378
O  -0.180  2.278  -3.377
O  0.067  0.417  -2.118
H  -2.068  5.576  0.198
H  -1.151  4.275  -1.493
H  -2.785  2.787  2.230
C  2.169  3.778  1.253
C  2.596  3.244  0.043
C  2.360  1.910  -0.252
C  1.706  1.119  0.680
C  1.272  1.638  1.889
C  1.511  2.975  2.174
N  1.364  -0.232  0.316
N  2.143  -1.146  0.661
C  1.696  -2.397  0.162
C  2.426  -3.529  0.501
C  2.032  -4.744  -0.029
C  0.933  -4.801  -0.881
C  0.214  -3.651  -1.196
C  0.577  -2.407  -0.686
H  2.352  4.821  1.478
H  3.110  3.865  -0.678
H  2.667  1.480  -1.197
H  0.762  0.995  2.597
H  1.182  3.386  3.120
H  3.279  -3.448  1.164
H  2.578  -5.646  0.215
H  0.636  -5.755  -1.299
H  -0.643  -3.742  -1.855

How is the electron density shared among the atoms? According to Löwdin, the charges in e are: V 1.035; O 0.095; C -0.266; C 0.089; C -0.145; N 0.059; C -0.145; C 0.097; C -0.527; O 0.120; O -0.134; C -0.527; O 0.119; O -0.141; H 0.119; H 0.138; H 0.142; C -0.083; C -0.066; C -0.017; C -0.235; C -0.017; C -0.070; N -0.092; N 0.174; C -0.284; C -0.023; C -0.080; C -0.078; C -0.097; C -0.145; H 0.104; H 0.109; H 0.126; H 0.126; H 0.109; H 0.112; H 0.103; H 0.103; H 0.096

***

Entry from the OMol25 dataset: a structure of composition C19H12N6S3Zn in a non-equilibrium geometry (the ωB97M-V functional and the def2-TZVPD basis).

Charge: 0
Kohn-Sham gap, eV: 6.41
Calculated total energy, eV: -109762.8477
ΔE to the lowest compared entry with this formula, charge and spin, kcal/mol: 12.95
HOMO energy, eV: -7.3

Geometry (Å):
Zn  -0.002  -0.063  0.028
S  -1.112  -1.587  -1.453
C  -2.290  -0.489  -2.020
C  -3.200  -0.908  -2.963
C  -4.320  -0.109  -3.305
C  -5.292  -0.685  -4.185
N  -6.005  -1.093  -4.991
C  -4.560  1.031  -2.588
C  -3.520  1.606  -1.868
C  -2.381  0.913  -1.538
S  -1.036  1.736  -0.894
C  -5.761  1.759  -2.625
N  -6.834  2.217  -2.580
H  -3.093  -1.839  -3.497
H  -3.644  2.633  -1.413
N  3.539  1.244  -3.362
C  3.368  0.578  -2.200
C  2.118  0.669  -1.504
N  1.951  -0.019  -0.385
C  2.980  -0.735  0.151
C  4.227  -0.616  -0.459
N  4.453  0.022  -1.658
H  2.761  1.191  -3.988
H  4.401  1.028  -3.876
H  1.247  1.256  -1.843
H  2.804  -1.316  1.029
H  5.067  -1.061  0.001
S  -0.798  -2.382  3.693
C  -1.078  -1.526  2.286
N  -0.335  -0.405  2.061
C  0.577  -0.234  3.105
C  1.652  0.656  3.249
C  2.438  0.659  4.376
C  2.334  -0.282  5.400
C  1.395  -1.286  5.184
C  0.501  -1.238  4.090
H  -1.659  -1.956  1.476
H  1.854  1.382  2.479
H  3.249  1.416  4.306
H  2.856  -0.147  6.343
H  1.152  -2.022  5.936

How is the electron density shared among the atoms? According to Löwdin, the charges in e are: Zn 0.308; S 0.596; C -0.718; C -0.081; C -0.190; C -0.178; N 0.162; C -0.231; C -0.094; C -0.705; S 0.629; C -0.180; N 0.165; H 0.112; H 0.136; N 0.134; C -0.363; C -0.063; N -0.050; C -0.089; C -0.078; N 0.138; H 0.102; H 0.121; H 0.055; H 0.103; H 0.094; S 1.117; C -0.447; N -0.031; C -0.301; C -0.037; C -0.087; C -0.062; C -0.077; C -0.418; H 0.057; H 0.111; H 0.123; H 0.113; H 0.105

***

Which formula does entry 5 have?
C19H12N6S3Zn

***

Which formula does entry 3 have?
C19H12N3O5S

***

Look up the calculated total energy of the fourth one.
-60294.2712 eV